No. 1
# C23H20N4O2S2

A single C23H20N4O2S2 molecule (the ωB97M-V functional and the def2-TZVPD basis, the Open Molecules 2025 dataset).

Atoms and positions in Å:
1 O 0.2952 1.3221 -1.2773
2 C 0.1163 0.1513 -1.0203
3 N -0.8263 -0.6142 -1.5944
4 C -1.8209 -0.0836 -2.5044
5 C -3.1872 -0.0356 -1.8700
6 C -3.8639 1.1672 -1.7275
7 C -5.1153 1.2018 -1.1357
8 C -5.6952 0.0358 -0.6670
9 C -5.0234 -1.1682 -0.8007
10 C -3.7790 -1.2039 -1.4034
11 C 1.0732 -0.6412 -0.1091
12 C 0.5281 -1.9139 0.4609
13 C 1.0342 -3.1580 0.2174
14 C 0.3505 -4.1828 0.9066
15 C -0.6604 -3.6956 1.6674
16 S -0.8076 -1.9814 1.5638
17 N 1.7018 0.1896 0.8993
18 C 3.1074 -0.1145 1.1529
19 C 3.9709 0.3445 0.0275
20 C 4.3639 1.6155 -0.2525
21 C 5.1291 1.7102 -1.4365
22 C 5.3028 0.5116 -2.0459
23 S 4.5322 -0.7631 -1.1880
24 C 1.1805 1.2781 1.5087
25 O 1.8498 1.9987 2.2302
26 C -0.2734 1.5676 1.3402
27 C -0.7121 2.8936 1.3826
28 N -1.9947 3.2000 1.3454
29 C -2.8570 2.1965 1.2759
30 C -2.4310 0.8778 1.2172
31 N -1.1446 0.5710 1.2458
32 H -0.9624 -1.5527 -1.2492
33 H -1.4904 0.9197 -2.7809
34 H -1.8438 -0.7146 -3.4008
35 H -3.4088 2.0803 -2.0818
36 H -5.6370 2.1425 -1.0395
37 H -6.6691 0.0628 -0.2014
38 H -5.4721 -2.0817 -0.4388
39 H -3.2664 -2.1493 -1.5158
40 H 1.8807 -0.9366 -0.8011
41 H 1.8713 -3.3356 -0.4356
42 H 0.6088 -5.2241 0.8356
43 H -1.3378 -4.2420 2.2933
44 H 3.3800 0.4176 2.0682
45 H 3.2054 -1.1929 1.3081
46 H 4.1104 2.4514 0.3739
47 H 5.5331 2.6321 -1.8142
48 H 5.8358 0.2864 -2.9480
49 H -0.0058 3.7078 1.4474
50 H -3.9052 2.4589 1.2678
51 H -3.1189 0.0465 1.1546

The net charge is 0. The calculation puts the HOMO-LUMO gap at 9.09 eV.



No. 2
# C23H18N3O2S

2 unconnected molecules or ions with the total composition C23H18N3O2S (the ωB97M-V functional and the def2-TZVPD basis, the Open Molecules 2025 dataset).

Atoms and positions in Å:
1 C -1.0255 0.9444 2.4695
2 C -1.9696 1.9422 2.6561
3 N -2.8152 2.7492 2.8170
4 C 0.3403 1.1829 2.7298
5 C 1.2919 0.1180 2.8016
6 C 2.6442 0.3877 2.9083
7 C 3.1043 1.7169 2.9497
8 C 4.5103 1.9935 2.9680
9 N 5.6592 2.2224 2.9767
10 C 2.1805 2.7738 2.9761
11 C 0.8214 2.5197 2.8953
12 H -1.3642 -0.0859 2.3441
13 H 0.9294 -0.9143 2.7685
14 H 3.3743 -0.4265 2.9365
15 H 2.5446 3.8026 3.0377
16 H 0.1051 3.3459 2.9247
17 C 3.4413 -3.9918 -3.6387
18 C 2.6586 -2.8186 -3.1205
19 C 2.6976 -2.5006 -1.7577
20 C 1.9998 -1.4018 -1.2569
21 C 1.2367 -0.6181 -2.1288
22 S 0.4739 0.8847 -1.5326
23 N -0.9952 0.3118 -0.9057
24 C -1.8100 1.1185 -0.3171
25 C -3.1939 0.7082 -0.1064
26 C -4.1864 1.6199 0.3070
27 C -5.4706 1.1702 0.5987
28 C -5.7924 -0.1850 0.4292
29 C -4.8281 -1.0860 -0.0527
30 C -3.5331 -0.6375 -0.3269
31 O 1.2846 1.3714 -0.4416
32 O 0.2061 1.7169 -2.6776
33 C 1.1834 -0.9255 -3.4930
34 C 1.8874 -2.0248 -3.9787
35 H 3.3013 -4.0972 -4.7173
36 H 4.5121 -3.8692 -3.4369
37 H 3.1220 -4.9208 -3.1524
38 H 3.2962 -3.1181 -1.0844
39 H 2.0532 -1.1437 -0.2016
40 H -1.5672 2.1754 -0.1129
41 H -3.9215 2.6717 0.4174
42 H -6.2172 1.8713 0.9779
43 H -6.7976 -0.5382 0.6650
44 H -5.0710 -2.1387 -0.2057
45 H -2.7569 -1.3071 -0.7005
46 H 0.6032 -0.2991 -4.1657
47 H 1.8527 -2.2707 -5.0423

The net charge is -1. The calculation puts the HOMO-LUMO gap at 5.68 eV.



No. 3
# C25H30B2BrF4N6O10ReS2

A molecular structure, C25H30B2BrF4N6O10ReS2 (the ωB97M-V functional and the def2-TZVPD basis, the Open Molecules 2025 dataset).

Atoms and positions in Å:
1 Re -0.4628 0.0762 -0.2207
2 C 1.6049 -1.5877 3.2283
3 C 0.6610 -1.2057 2.1449
4 N 0.9886 -0.4608 1.1327
5 O 2.1873 0.1120 1.1346
6 B 2.6807 0.6646 -0.2297
7 F 2.7501 -0.4121 -1.0842
8 F 3.8438 1.2911 0.0544
9 O 1.7844 1.7426 -0.8296
10 N 0.5425 1.3761 -1.1757
11 C -0.0976 2.2262 -2.0886
12 C 0.6509 3.3331 -2.7513
13 C -1.4138 1.9420 -2.3115
14 N -1.9031 0.8284 -1.5483
15 O -3.0845 -1.3055 -1.5523
16 B -4.0239 -2.3469 -1.4721
17 F -5.2767 -2.0787 -1.7677
18 F -3.5893 -3.5200 -1.1302
19 O -2.8130 -1.5844 1.1406
20 N -1.4703 -1.1385 1.1981
21 C -0.7706 -1.6134 2.1726
22 C -1.2762 -2.4748 3.2664
23 C -2.2798 2.6993 -3.2646
24 H 2.6239 -1.3752 2.9182
25 H 1.5078 -2.6470 3.4638
26 H 1.3964 -1.0235 4.1411
27 H 1.7190 3.1447 -2.7016
28 H 0.4542 4.2883 -2.2587
29 H 0.3556 3.4183 -3.7969
30 H -2.3534 -2.5931 3.2313
31 H -0.9797 -2.0454 4.2244
32 H -0.8055 -3.4579 3.1945
33 H -1.9228 2.5648 -4.2867
34 H -2.2522 3.7671 -3.0422
35 H -3.3188 2.3757 -3.2384
36 O -5.1289 -1.1896 1.3356
37 S -3.9372 -0.4398 1.3124
38 O -3.5296 0.4513 2.3289
39 O -3.9248 0.4037 -0.0452
40 S -3.3361 0.2398 -1.6502
41 C -6.3087 4.5280 -0.0202
42 C -5.2913 5.4569 0.6234
43 N -3.9595 4.8457 0.6744
44 C -3.1230 4.9658 -0.5154
45 C -2.0058 5.9898 -0.3740
46 C -3.5488 4.3116 1.8462
47 O -4.1842 4.3641 2.8866
48 C -2.2303 3.5836 1.8929
49 C -1.3675 3.8595 2.9454
50 C -0.2042 3.1214 3.0546
51 C 0.0287 2.0907 2.1654
52 N -0.8367 1.7618 1.1892
53 C -1.9275 2.5324 1.0531
54 H -7.2960 4.9890 -0.0239
55 H -6.3726 3.5940 0.5397
56 H -6.0445 4.2975 -1.0548
57 H -5.5835 5.6985 1.6411
58 H -5.2063 6.3930 0.0674
59 H -3.7889 5.2600 -1.3272
60 H -2.7172 3.9946 -0.8049
61 H -2.4074 6.9490 -0.0460
62 H -1.5045 6.1446 -1.3310
63 H -1.2582 5.6686 0.3524
64 H -1.6190 4.6380 3.6534
65 H 0.5262 3.3282 3.8235
66 H 0.9513 1.5358 2.2194
67 H -2.6055 2.2604 0.2661
68 Br -2.6854 -0.5838 -4.6987
69 C -0.7952 -0.3106 -4.6096
70 C -0.2474 0.5161 -5.5783
71 C 1.1145 0.7744 -5.5657
72 C 1.9175 0.2088 -4.5861
73 C 1.3557 -0.6102 -3.6209
74 C -0.0097 -0.8771 -3.6121
75 C -0.5444 -1.8300 -2.5752
76 O -1.1608 -2.8185 -2.8721
77 O -0.2420 -1.5311 -1.3087
78 H -0.8820 0.9376 -6.3468
79 H 1.5449 1.4067 -6.3312
80 H 2.9830 0.3953 -4.5737
81 H 1.9782 -1.0532 -2.8577

The net charge is +1. As for the spin multiplicity: 2. As for the expectation value of S²: 0.794. The calculation puts the HOMO-LUMO gap (alpha / beta) at 6.50 / 6.23 eV.



No. 4
# C8H10N2O2

A single C8H10N2O2 molecule (the ωB97M-V functional and the def2-TZVPD basis, the Open Molecules 2025 dataset).

Atoms and positions in Å:
1 C -2.8731 0.8459 -0.4619
2 C -1.9406 1.7148 0.0793
3 C -2.4920 -0.4332 -0.8272
4 C -0.6321 1.3058 0.2535
5 C -1.1800 -0.8471 -0.6637
6 C -0.2449 0.0239 -0.1244
7 C 1.4063 -0.7425 1.6006
8 C 1.1730 -0.4188 0.1372
9 N 1.6079 -1.6636 -0.7318
10 N 2.0644 0.7225 -0.2908
11 O 2.4154 0.7332 -1.4478
12 O 2.3433 1.5644 0.5293
13 H -3.8966 1.1661 -0.5882
14 H -2.2290 2.7134 0.3723
15 H -3.2204 -1.1159 -1.2391
16 H 0.0779 1.9915 0.6915
17 H -0.8713 -1.8436 -0.9366
18 H 2.3768 -1.2154 1.7362
19 H 0.6297 -1.4217 1.9471
20 H 1.3709 0.1709 2.1925
21 H 1.5334 -1.3937 -1.7093
22 H 2.5812 -1.8567 -0.5186

The net charge is 0. As for the spin multiplicity: 3. As for the expectation value of S²: 2.009. The calculation puts the HOMO-LUMO gap (alpha / beta) at 8.36 / 6.07 eV.



Ordered energy relative to the best compared isomer or geometry (same formula, charge and spin) results: 5.8 0.0 68.8 79.3; unit kJ/mol.
Ordered E results: -55901.853 -43543.957 -161893.056 -15527.054; unit eV.